(1)
Formula: C3H7NO
Source: the Open Molecules 2025 dataset
Level of theory: wB97M-V/def2-TZVPD

The SMILES is CN=C=O.C. The orbital gap comes out at 0.4098 Eh. The spin multiplicity is 1. The LUMO energy comes out at 0.75 eV. Its energy above the lowest of the compared OMol25 structures with the same formula, charge and spin is 87.2 kJ/mol.

```
12
Properties=species:S:1:pos:R:3:forces:R:3
O -0.9236 -2.1811 0.6543 0.3 0.4 -0.6
N 0.0656 -1.0397 -1.1791 -0.2 -0.4 0.5
C 0.0222 0.1975 -1.9096 0.0 0.2 -0.1
C -0.4703 -1.5679 -0.2433 0.0 -0.1 0.0
C 0.2976 1.1132 1.8748 0.0 0.0 0.0
H 0.1538 2.0345 1.3046 0.0 -0.1 0.1
H 0.0870 1.3032 2.9296 0.1 0.0 -0.1
H 0.3669 0.0203 -2.9305 0.0 0.0 0.2
H -0.9928 0.6052 -1.9478 0.1 -0.1 0.0
H -0.3859 0.3404 1.5160 0.1 0.1 0.1
H 0.6835 0.9349 -1.4436 -0.1 -0.1 -0.1
H 1.3288 0.7687 1.7659 -0.2 0.0 0.0
```
Forces are in eV/Å.

Löwdin atomic charge list, values in e, 5 entries:
1 O 0.131
2 N 0.064
3 C -0.098
4 C -0.352
5 C -0.042

(2)
Formula: C4H5Cl3GeO5Pt
Source: the Open Molecules 2025 dataset
Level of theory: wB97M-V/def2-TZVPD

The orbital gap (alpha / beta) comes out at 0.2575 / 0.3283 Eh. The spin multiplicity is 2. The LUMO energy (alpha / beta) comes out at -4.72 / -4.72 eV. Its energy above the lowest of the compared OMol25 structures with the same formula, charge and spin is 0.0 kJ/mol. Its total charge is +1.

```
19
Properties=species:S:1:pos:R:3:forces:R:3
Pt 1.1606 0.2931 1.2076 -0.1 0.0 0.0
Ge 0.3163 1.1774 3.1344 0.0 0.0 -0.1
Cl 0.7286 0.4928 5.0685 0.0 0.0 0.0
Cl -1.2380 2.5824 3.2047 0.0 0.0 0.0
Cl 2.2319 2.1118 2.1428 0.0 0.0 0.1
O -1.0859 0.7796 -0.7895 0.0 0.1 0.0
O 0.0706 -1.3802 0.6166 0.0 0.1 -0.1
O 2.5923 -0.0987 -0.5879 0.2 -0.1 0.1
O -1.4605 -2.7156 -0.2255 0.0 0.0 -0.1
O 2.7493 -0.0862 -2.8981 0.1 -0.1 0.0
C -1.7286 -0.4597 -0.7982 0.1 -0.1 0.0
C -0.9349 -1.5302 -0.0774 0.0 0.1 0.2
C -0.2506 1.0160 -1.8414 0.0 -0.1 0.1
C 2.6779 -0.0967 -1.7537 -0.3 0.2 -0.1
H -0.4362 0.4812 -2.7645 0.0 0.0 0.0
H -0.9653 -3.3796 0.2849 0.0 0.0 0.0
H -2.6905 -0.3661 -0.2900 0.0 0.0 0.1
H 0.1904 1.9996 -1.8222 0.0 0.0 0.0
H -1.9273 -0.8209 -1.8110 0.0 0.0 0.0
```
Forces are in eV/Å.

Löwdin atomic charge list, values in e, 5 entries:
1 Pt 0.593
2 Ge -0.239
3 Cl 0.221
4 Cl 0.214
5 Cl 0.157

(3)
Formula: CCl3NO2
Source: the Open Molecules 2025 dataset
Level of theory: wB97M-V/def2-TZVPD

The orbital gap (alpha / beta) comes out at 0.3193 / 0.3256 Eh. The spin multiplicity is 3. The LUMO energy (alpha / beta) comes out at -0.29 / -2.60 eV. Its energy above the lowest of the compared OMol25 structures with the same formula, charge and spin is 0.0 kJ/mol.

```
7
Properties=species:S:1:pos:R:3:forces:R:3
Cl 0.4795 0.0523 -0.7223 1.3 1.0 -1.1
Cl 1.1277 2.3636 0.9803 0.4 -0.8 -1.0
Cl 2.3391 -0.2345 1.3184 0.7 0.0 0.1
O -2.1754 -0.7420 0.4481 1.2 -0.2 -1.4
O -1.8768 -1.3334 -1.6490 0.5 0.5 1.0
N -1.5374 -0.9520 -0.5585 -4.1 -1.5 0.4
C 1.6433 0.8460 0.1830 0.0 1.1 1.9
```
Forces are in eV/Å.

Löwdin atomic charge list, values in e, 5 entries:
1 Cl 0.733
2 Cl 0.495
3 Cl 0.548
4 O 0.082
5 O 0.075

(4)
Formula: C23H32B2BrMgN6O2Se2
Source: the Open Molecules 2025 dataset
Level of theory: wB97M-V/def2-TZVPD

The orbital gap comes out at 0.2488 Eh. The spin multiplicity is 1. The LUMO energy comes out at 2.31 eV. Its energy above the lowest of the compared OMol25 structures with the same formula, charge and spin is 38.7 kJ/mol. Its total charge is -1.

```
69
Properties=species:S:1:pos:R:3:forces:R:3
Br -0.9706 -0.4190 -2.8764 0.0 -0.1 0.1
Se 1.0771 2.2246 -1.7288 -0.1 0.0 0.0
Se 1.2478 2.4681 1.6407 0.1 0.2 -0.1
Mg -0.2454 -0.6501 -0.2894 0.0 0.1 -0.4
O 2.1130 -2.8855 -0.9415 0.1 0.0 -0.1
O 3.2187 -0.8960 -0.7827 0.2 -0.5 0.4
N -2.5001 -1.9822 1.3292 0.1 -0.1 -0.1
N -1.7089 -2.1675 0.2506 0.0 -0.1 0.1
N -1.8761 0.7705 0.1925 0.0 0.0 0.1
N 0.0578 -0.6128 1.9506 0.0 0.0 0.1
N -2.6715 0.5275 1.2569 0.0 0.1 0.0
N -1.0082 -0.5617 2.7714 0.1 0.0 0.0
C 4.1024 -4.2798 -1.4023 0.0 0.0 0.0
C -3.2758 -3.0630 1.5190 0.1 0.0 0.0
C 7.3879 -5.7020 -0.8107 0.0 0.0 0.0
C 5.4810 -1.8222 -1.2021 0.0 0.0 0.0
C 3.4416 -3.0967 -1.1388 0.0 0.0 0.0
C 5.4373 -6.7593 -1.9121 0.0 0.0 0.0
C -2.3554 1.8524 -0.4049 0.0 -0.1 0.1
C 2.2724 3.4975 -0.8452 0.0 0.0 0.0
C -3.4765 2.3366 0.2825 0.0 0.0 0.0
C -3.6393 1.4551 1.3331 0.1 0.0 0.0
C 4.1148 -1.8897 -1.0415 -0.1 0.0 0.0
C -1.9890 -3.3675 -0.2354 -0.1 0.1 0.0
C 6.9776 -5.3524 -3.2530 0.0 0.0 0.0
C -0.6136 -0.3644 4.0385 0.0 0.0 -0.1
C 6.1522 -3.0156 -1.4659 0.0 0.0 0.0
C 5.4913 -4.2416 -1.5696 0.0 0.0 0.0
C 2.4424 1.1283 -2.5576 0.1 0.3 -0.2
C 6.3061 -5.5015 -1.8809 0.0 0.0 0.0
C -2.9833 -3.9873 0.5348 0.0 0.0 0.0
C 1.6718 3.9750 0.4627 0.0 0.1 0.1
C 0.7680 -0.2878 4.0516 0.0 0.0 0.0
C 1.1350 -0.4522 2.7079 -0.1 -0.3 0.0
C 1.5337 3.4269 3.3100 0.0 0.0 0.1
B 1.9111 -1.4809 -0.7181 -0.2 -0.2 0.3
B -2.4240 -0.6865 2.1686 0.0 0.0 0.0
H 2.3702 4.6211 0.9972 0.0 0.0 0.0
H 6.0636 -7.6297 -2.1233 0.0 0.0 0.0
H 7.2274 -2.9811 -1.5985 0.0 0.0 0.0
H 0.7579 4.5422 0.2828 0.0 0.0 0.0
H 8.0898 -4.8670 -0.7884 0.0 0.0 0.0
H 0.8839 4.2979 3.3716 0.0 0.0 0.0
H -4.0854 3.1895 0.0373 0.0 0.0 0.0
H 2.4344 4.3508 -1.5060 0.1 0.0 0.0
H 7.6544 -4.4966 -3.2722 0.0 0.0 0.0
H 4.9396 -6.9276 -0.9546 0.0 0.0 0.0
H 2.1118 -0.4640 2.2482 0.0 0.0 0.0
H -1.4722 -3.7142 -1.1167 0.0 0.0 0.0
H -3.2490 -0.7218 3.0464 0.0 0.0 0.0
H 6.9377 -5.7864 0.1807 0.0 0.0 0.0
H 6.2284 -5.2024 -4.0333 0.0 0.0 0.0
H 4.6721 -6.7023 -2.6890 0.0 0.0 0.0
H -1.3406 -0.2990 4.8320 0.0 0.0 0.0
H 6.0081 -0.8796 -1.1268 0.0 0.0 0.0
H 1.2719 2.7408 4.1139 0.0 0.0 0.0
H 3.5375 -5.1990 -1.4729 0.0 0.0 0.0
H 2.9856 1.7023 -3.3053 0.0 0.1 -0.1
H 3.2241 2.9916 -0.6831 0.0 0.0 0.1
H 1.4110 -0.1431 4.9031 0.0 0.0 0.0
H 3.1027 0.7302 -1.7924 -0.2 0.3 -0.3
H -1.8940 2.2015 -1.3134 0.0 0.0 0.0
H 7.5561 -6.2491 -3.4964 0.0 0.0 0.0
H 2.5744 3.7275 3.4159 0.0 0.0 0.0
H 7.9565 -6.6153 -1.0110 0.0 0.0 0.0
H -3.4285 -4.9564 0.3891 0.0 0.0 0.0
H -4.3701 1.4119 2.1243 0.0 0.0 0.0
H 1.8983 0.3126 -3.0299 0.0 0.0 0.0
H -3.9780 -3.0883 2.3363 0.0 0.0 0.0
```
Forces are in eV/Å.

Löwdin atomic charge list, values in e, 5 entries:
1 Br -0.149
2 Se 0.852
3 Se 0.941
4 Mg 0.263
5 O 0.084

(5)
Formula: C4H12S
Source: the Open Molecules 2025 dataset
Level of theory: wB97M-V/def2-TZVPD

The SMILES is CSC.CC. The orbital gap comes out at 0.3423 Eh. The spin multiplicity is 1. The LUMO energy comes out at 0.96 eV. Its energy above the lowest of the compared OMol25 structures with the same formula, charge and spin is 101.2 kJ/mol.

```
17
Properties=species:S:1:pos:R:3:forces:R:3
S -2.4614 1.2008 -1.8790 1.4 0.7 -4.0
C 2.1921 -1.3392 2.1859 0.9 1.8 -0.4
C -2.4858 0.7744 -0.2196 2.3 -2.8 0.8
C -0.6721 1.0951 -2.6729 -1.1 -1.3 2.6
C 1.3127 -0.7705 1.0722 -0.3 -2.9 -0.4
H 0.5428 -0.1374 1.3867 -0.8 1.5 0.7
H 1.7302 -1.7930 3.0348 -0.7 -0.7 0.2
H 2.6844 -0.4385 2.6238 0.2 -0.7 -0.2
H -1.4350 0.6035 0.1462 -1.2 0.1 0.0
H 1.9605 -0.3627 0.3312 0.3 0.8 -0.5
H -2.8978 1.5977 0.2117 -1.0 2.2 1.9
H 2.9513 -1.9767 1.7183 -0.1 0.0 0.5
H 0.1297 1.4749 -2.0358 -0.4 0.2 0.2
H 0.7394 -1.5657 0.5397 0.5 0.2 0.3
H -0.7375 1.6799 -3.5378 -0.3 0.7 -1.3
H -0.4266 0.0548 -2.8801 -0.2 0.1 -0.2
H -3.1268 -0.0974 -0.0253 0.4 0.1 0.0
```
Forces are in eV/Å.

Löwdin atomic charge list, values in e, 5 entries:
1 S 0.727
2 C -0.162
3 C -0.510
4 C -0.313
5 C -0.179

(6)
Formula: CH6N2O2S
Source: the Open Molecules 2025 dataset
Level of theory: wB97M-V/def2-TZVPD

The orbital gap comes out at 0.3442 Eh. The spin multiplicity is 1. The LUMO energy comes out at 0.42 eV. Its energy above the lowest of the compared OMol25 structures with the same formula, charge and spin is 149.1 kJ/mol.

```
12
Properties=species:S:1:pos:R:3:forces:R:3
S 1.5220 -0.0653 0.7189 0.7 -4.1 0.0
O 2.0274 -1.1611 -0.1837 -0.4 1.2 1.3
O 1.9015 1.2447 0.2496 -0.4 1.6 -0.8
N -1.1844 -1.3197 -0.2471 1.5 1.3 0.8
N -0.2846 0.5376 -1.1807 2.4 1.5 2.0
C -0.2828 -0.3209 -0.1753 -1.4 0.2 -2.4
H -0.6259 1.3320 2.4093 1.0 0.5 -0.9
H -0.0687 1.5571 1.8979 -1.1 -0.3 1.1
H -0.5798 0.3187 -2.1203 0.0 0.1 0.1
H 0.5866 1.1848 -0.9391 -1.8 -0.7 -1.6
H -2.0102 -1.2556 -0.8143 0.0 -0.3 -0.1
H -1.0010 -2.0524 0.3848 -0.6 -1.0 0.6
```
Forces are in eV/Å.

Löwdin atomic charge list, values in e, 5 entries:
1 S 0.692
2 O -0.516
3 O -0.493
4 N 0.139
5 N 0.093

(7)
Formula: H4O2
Source: the Open Molecules 2025 dataset
Level of theory: wB97M-V/def2-TZVPD

The SMILES is O.O. The orbital gap comes out at 0.4477 Eh. The spin multiplicity is 1. The LUMO energy comes out at 0.94 eV. Its energy above the lowest of the compared OMol25 structures with the same formula, charge and spin is 22.2 kJ/mol.

```
6
Properties=species:S:1:pos:R:3:forces:R:3
O -1.4600 0.0404 -0.1115 -0.5 -1.6 0.4
O 1.4992 -0.0851 0.0791 0.8 -2.0 2.5
H -1.7003 -0.7731 0.4046 0.3 1.1 -0.8
H -1.3367 0.6909 0.5732 0.2 0.5 0.3
H 1.8893 0.6966 -0.1866 1.3 2.5 -0.8
H 0.8341 -0.2570 -0.5318 -2.1 -0.5 -1.6
```
Forces are in eV/Å.

Löwdin atomic charge list, values in e, 5 entries:
1 O -0.069
2 O -0.005
3 H 0.072
4 H 0.028
5 H -0.005

Largest force on an atom for the records above, in order: 0.73, 0.36, 4.38, 0.71, 4.32, 4.20, 3.25 eV/A